No. 1
Formula: C26H31N3O2ScTe
Source: the Open Molecules 2025 dataset
Level of theory: ωB97M-V/def2-TZVPD

Structure (XYZ):
```
64
Properties=species:S:1:pos:R:3:forces:R:3:mulliken_spin:R:1
Sc 0.0977 0.1888 0.1785 0.8 -0.3 0.1 0.722
N -0.8439 0.1537 2.3064 -0.3 -0.2 0.0 -0.007
C -1.2901 -1.2108 2.5461 -0.1 -0.2 0.1 -0.039
C -1.5417 -1.6732 3.8106 0.1 0.2 -0.1 0.016
C -2.0301 -2.9736 4.0225 -0.1 -0.2 0.0 -0.013
C -2.2923 -3.7906 2.9599 0.0 0.1 0.1 0.013
C -2.0264 -3.3506 1.6448 0.1 0.2 -0.1 -0.020
C -2.2677 -4.1652 0.5153 0.0 0.0 -0.1 0.084
C -1.9539 -3.6979 -0.7317 -0.1 -0.1 0.1 -0.035
C -1.3818 -2.4279 -0.8552 0.0 0.2 0.0 0.132
N -1.1431 -1.6202 0.1707 0.0 -0.3 0.1 -0.026
C -1.4881 -2.0594 1.4284 -0.2 -0.2 0.2 0.055
H -0.4237 0.5041 3.1604 0.2 0.1 0.0 0.002
H -1.6732 0.7292 2.1543 0.0 0.0 0.0 -0.001
H -1.3844 -1.0247 4.6652 0.0 0.0 0.0 0.001
H -2.2186 -3.3111 5.0323 0.0 0.0 0.0 0.000
H -2.7011 -4.7818 3.1059 0.0 0.0 0.0 0.000
H -2.6998 -5.1477 0.6554 0.0 0.0 0.0 0.004
H -2.1317 -4.2953 -1.6141 0.0 0.0 0.0 -0.001
H -1.0992 -2.0554 -1.8339 0.0 0.0 0.0 0.000
O 1.1642 0.4178 -1.5430 0.0 0.0 -0.3 0.021
N 2.0600 0.5089 -2.5081 0.2 -0.1 -0.1 -0.003
C 2.8375 -0.5506 -2.7937 0.0 -0.2 0.0 -0.002
C 3.7821 -0.4795 -3.7923 0.0 0.1 -0.1 0.001
C 3.9327 0.6970 -4.5135 -0.1 -0.1 0.1 0.000
C 3.1120 1.7729 -4.2052 0.1 -0.1 -0.1 -0.001
C 2.1818 1.6553 -3.1976 -0.1 0.2 0.0 0.000
H 2.6584 -1.4383 -2.2054 0.0 0.0 0.1 0.003
H 4.3923 -1.3469 -3.9992 0.0 0.0 0.0 0.000
H 4.6710 0.7636 -5.3001 0.0 0.0 0.0 0.000
H 3.1833 2.7051 -4.7467 0.0 0.0 0.0 0.000
H 1.5180 2.4573 -2.9142 -0.1 -0.1 0.1 0.001
C 0.6359 2.9090 0.8056 -0.4 0.0 -0.2 0.035
C -0.5505 3.0875 -0.1302 0.2 0.2 0.1 -0.009
O -1.1174 1.7865 -0.3489 -1.1 0.8 -0.3 0.026
C -2.3643 1.7834 -1.1003 -0.4 0.0 0.0 0.012
C -3.4604 1.0987 -0.3078 0.2 0.1 0.0 0.019
H 1.2325 3.8176 0.8322 0.1 -0.1 0.0 0.001
H 1.2763 2.0941 0.4337 0.4 0.3 0.1 -0.006
H 0.3069 2.6946 1.8226 0.1 0.0 0.0 -0.004
H -0.2345 3.5164 -1.0842 0.0 -0.1 0.0 -0.003
H -1.3096 3.7411 0.3027 0.0 0.0 0.0 -0.001
H -2.1835 1.2725 -2.0475 0.1 0.0 0.0 -0.011
H -2.6441 2.8143 -1.3166 0.1 0.0 0.0 0.004
H -3.2200 0.0501 -0.1404 0.0 -0.1 0.0 0.001
H -4.4008 1.1494 -0.8556 0.0 0.0 0.0 0.001
H -3.6063 1.6000 0.6515 0.0 0.0 0.0 -0.002
C 4.2475 -0.1296 0.7185 -0.2 0.0 -0.1 0.015
Te 2.4493 -1.2617 1.1407 0.7 -0.2 0.5 0.009
C 2.9656 -0.7598 3.1757 -0.1 -0.1 0.0 0.006
C 4.4661 -0.6271 3.1549 0.0 0.0 -0.1 -0.003
C 5.2227 -0.8083 4.3048 0.0 0.0 0.0 0.000
C 6.6015 -0.6668 4.2554 0.0 0.0 0.1 0.000
C 7.2270 -0.3553 3.0583 0.0 0.0 -0.1 0.001
C 6.4759 -0.1850 1.9048 0.0 0.0 0.0 -0.001
C 5.0942 -0.3147 1.9509 0.0 -0.1 0.1 0.000
H 3.9940 0.9188 0.5513 -0.1 0.0 0.0 0.001
H 4.7350 -0.5229 -0.1714 -0.1 0.0 0.0 0.000
H 2.6379 -1.5488 3.8491 -0.1 0.0 -0.1 -0.001
H 2.4817 0.1767 3.4563 -0.1 0.0 -0.1 0.004
H 4.7329 -1.0691 5.2351 0.0 0.0 0.0 0.000
H 7.1868 -0.8147 5.1531 0.0 0.0 0.0 0.000
H 8.3037 -0.2609 3.0166 0.0 0.0 0.0 0.000
H 6.9664 0.0442 0.9663 0.0 0.0 0.0 0.000
```
Forces are in eV/Å.

2S+1: 2
Total energy in eV: -64011.2196
LUMO (spin up / spin down) in eV: -5.640 / -5.634
Net charge: +2
Highest occupied orbital energy (spin up / spin down) in eV: -10.8631 / -13.4274
Kohn-Sham gap (spin up / spin down) in eV: 5.223 / 7.794
Energy relative to the best compared isomer or geometry (same formula, charge and spin) in kcal per mole: 0.7
Largest force on an atom in eV Å⁻¹: 1.4

No. 2
Formula: C26H31N5O2
Source: the Open Molecules 2025 dataset
Level of theory: ωB97M-V/def2-TZVPD

Structure (XYZ):
```
64
Properties=species:S:1:pos:R:3:forces:R:3:nbo_charge:R:1
C 2.7624 4.6052 2.3199 0.6 0.3 -1.3 -0.738
C 2.2519 3.2386 1.5948 3.7 3.2 3.4 0.730
O 1.2785 3.0367 0.9718 -2.9 0.7 -1.4 -0.618
N 3.1950 2.3082 1.7524 -0.6 0.2 -0.5 -0.637
C 2.9261 1.1400 1.0841 3.2 -2.1 0.9 0.187
C 1.8411 0.4474 1.5940 -3.8 0.9 3.4 -0.299
C 1.5704 -0.7163 1.1020 1.5 -7.4 -6.2 -0.220
C 2.5657 -1.4137 -0.0856 -1.1 4.9 3.2 0.026
C 3.7962 -0.7404 -0.2665 -2.0 -2.8 -0.4 -0.276
C 3.9377 0.4581 0.4094 3.4 2.4 -0.6 -0.239
H 5.1057 0.8603 0.2856 -3.5 -0.2 0.5 0.209
H 4.6183 -1.1914 -0.9217 -1.2 0.8 1.0 0.223
C 2.0394 -2.5190 -0.9127 10.4 -5.4 13.4 -0.213
N 1.4052 -2.4514 -1.9251 -9.7 3.2 -15.8 -0.475
C -0.0528 -2.4932 -2.0182 0.4 -1.0 11.3 -0.167
C -0.8196 -1.1556 -1.3963 -3.1 -4.2 -6.3 -0.431
H -2.0453 -1.3330 -1.5513 3.3 0.2 0.8 0.218
H -0.6090 -0.8621 -0.4291 0.8 0.5 1.6 0.240
C -0.4237 -0.2737 -2.5642 -3.3 4.1 9.3 -0.031
N -1.1276 1.0937 -2.1677 1.1 -4.9 -5.9 -0.186
C -1.3137 1.8937 -1.2612 1.5 -0.1 11.8 0.299
C -2.0012 2.9561 -1.3778 -2.2 0.8 -9.4 -0.343
C -2.2697 2.6822 -2.8542 -4.0 8.6 0.1 -0.004
N -1.7080 1.6654 -3.1630 1.5 -5.9 -7.2 -0.328
H -2.7393 3.2573 -3.8238 0.8 -1.0 3.1 0.200
H -2.5080 3.6657 -0.9435 -1.8 3.3 3.3 0.227
N -0.9782 1.6603 0.0613 2.4 -2.9 4.0 -0.621
C -1.4996 0.9475 1.1106 -3.0 4.6 3.7 0.682
O -1.1132 1.1052 2.3647 -0.6 -1.4 -5.3 -0.671
C -3.0715 0.6689 0.8574 3.4 -2.0 -3.6 -0.463
C -3.4481 -0.4799 1.7408 -4.5 6.5 2.9 -0.441
C -2.8309 -1.6775 1.4212 4.4 -3.1 3.0 -0.140
C -3.3484 -2.6486 0.6131 2.0 5.2 3.1 -0.180
C -2.7942 -3.7023 0.3212 5.2 -9.4 -0.5 -0.230
C -1.6121 -4.0839 1.0672 3.2 -5.5 -0.4 -0.175
C -0.9817 -3.4571 2.0716 -7.6 7.0 -4.0 -0.241
C -1.7041 -2.0966 2.0835 3.3 0.7 6.8 -0.114
H -1.3460 -1.4030 3.2584 -1.1 -1.7 -4.2 0.207
H -0.1612 -3.5684 2.6031 3.6 -1.2 2.3 0.218
H -0.9471 -5.1142 1.0064 -2.6 1.7 -1.1 0.205
H -3.2597 -4.4868 -0.2453 0.0 0.0 -0.5 0.223
H -4.1290 -2.2917 0.2956 -8.8 2.4 -4.2 0.195
H -4.5686 -0.3982 1.6934 0.6 -1.3 -0.3 0.221
H -3.3801 0.0894 2.8095 0.8 -2.3 -1.9 0.252
H -2.9337 0.3240 -0.2832 -1.2 0.4 2.1 0.186
H -3.7868 1.4979 0.8256 0.8 0.2 0.5 0.244
H -0.0999 1.9976 0.3675 1.3 0.8 0.1 0.442
C 0.8820 0.0882 -2.4364 10.0 -2.0 -2.6 -0.433
C 1.8235 -1.3451 -2.8933 0.1 2.4 12.7 -0.151
H 1.6310 -1.4699 -3.7623 -2.8 -2.4 -10.8 0.148
H 2.8693 -1.2038 -2.7880 0.9 0.5 0.3 0.199
H 1.3952 0.3535 -1.4956 -1.2 0.2 -0.2 0.259
H 1.3095 0.6633 -3.2743 -0.6 0.7 0.5 0.224
H -0.8288 -0.4116 -3.4385 -2.0 -1.3 -4.7 0.232
H -0.5581 -2.8709 -2.7874 -1.2 -1.3 -3.7 0.190
H -0.3101 -3.3960 -0.9626 0.5 2.3 -3.5 0.181
H 3.0746 -3.0565 -1.1897 -1.0 0.5 0.6 0.142
H 1.6664 -3.2974 -0.1014 0.0 1.1 -1.7 0.217
H 0.7499 -1.4868 1.2056 0.7 1.6 0.8 0.231
H 0.9873 0.6802 2.4928 2.8 0.6 -2.6 0.309
H 4.0936 2.5483 2.0340 1.5 0.4 0.5 0.402
H 1.9742 5.3548 2.1998 0.2 -0.1 0.0 0.235
H 3.7007 4.9581 1.6929 -1.9 -0.6 1.2 0.221
H 3.0762 4.6244 3.4194 -0.5 -0.8 -1.6 0.239
```
Forces are in eV/Å.

2S+1: 1
Total energy in eV: -38990.2600
LUMO in eV: 0.497
Highest occupied orbital energy in eV: -7.8685
Kohn-Sham gap in eV: 8.365
Energy relative to the best compared isomer or geometry (same formula, charge and spin) in kcal per mole: 532.1
Largest force on an atom in eV Å⁻¹: 18.7

No. 3
Formula: C26H31N7OS4Ti
Source: the Open Molecules 2025 dataset
Level of theory: ωB97M-V/def2-TZVPD

Structure (XYZ):
```
70
Properties=species:S:1:pos:R:3:forces:R:3:nbo_charge:R:1
Ti 0.3182 0.0156 -0.4168 0.2 -1.1 2.2 1.255
S -0.3988 -2.4877 -0.7042 -0.2 0.1 -0.2 -0.240
C -1.9319 -2.4880 0.1454 0.0 0.0 0.0 -0.154
C -2.3244 -3.5822 0.9211 0.0 0.0 0.0 -0.165
C -3.4835 -3.5448 1.6765 0.0 0.0 0.0 -0.207
C -4.2988 -2.4176 1.6703 0.0 0.0 0.0 -0.233
C -3.9569 -1.3423 0.8681 0.1 0.0 -0.1 -0.199
C -2.7819 -1.3806 0.1231 -0.2 0.1 0.0 -0.236
S -2.3386 -0.0237 -0.9345 0.6 0.1 0.4 0.343
C -2.4003 1.3994 0.2149 -0.1 -0.2 -0.1 -0.543
C -1.3526 2.4049 -0.1683 -0.1 0.0 -0.2 0.214
C -1.6142 3.7132 0.0103 0.1 0.2 0.0 -0.317
C -0.5766 4.6717 -0.2646 -0.1 0.1 0.0 -0.194
C 0.6014 4.2549 -0.7419 0.0 -0.1 0.1 -0.206
C 0.8615 2.8472 -1.0057 -0.2 -0.1 0.0 0.161
C 2.0247 2.4785 -1.5730 0.0 0.0 -0.1 -0.492
S 2.5521 -0.7547 -0.1810 -0.5 0.2 -0.2 -0.160
C 2.7298 -0.8499 1.5742 0.1 -0.1 0.1 -0.214
C 4.0212 -0.9464 2.0941 0.0 0.0 -0.1 -0.225
C 4.2390 -1.0391 3.4591 0.0 0.0 0.0 -0.239
C 3.1528 -1.0286 4.3254 0.0 0.0 0.0 -0.221
C 1.8674 -0.9283 3.8182 0.0 0.0 0.0 -0.257
C 1.6322 -0.8388 2.4440 0.0 0.1 0.0 -0.046
S -0.0262 -0.7311 1.8779 -0.1 0.2 -0.3 -0.205
N -0.1560 1.9206 -0.6530 0.0 0.2 0.2 -0.727
H -1.6813 -4.4532 0.9393 0.0 0.0 0.1 0.217
H -3.7520 -4.3998 2.2849 0.0 0.0 0.0 0.214
H -5.1898 -2.3760 2.2835 0.0 0.0 -0.1 0.215
H -4.6012 -0.4725 0.8147 0.0 0.0 0.0 0.214
H -2.2238 0.9892 1.2109 0.1 0.0 0.0 0.260
H -3.3810 1.8656 0.1813 0.0 0.0 0.1 0.235
H -2.5804 4.0208 0.3853 0.0 0.0 0.0 0.212
H -0.7581 5.7253 -0.0921 0.0 0.0 0.0 0.211
H 1.3974 4.9527 -0.9658 0.0 0.0 0.0 0.212
H 2.7795 3.2292 -1.7628 0.0 0.0 0.0 0.206
H 2.2749 1.4629 -1.8296 0.0 0.0 0.0 0.200
H 4.8566 -0.9515 1.4031 0.0 0.0 0.0 0.217
H 5.2468 -1.1319 3.8442 0.0 0.0 0.0 0.211
H 3.3060 -1.1020 5.3950 0.0 0.0 0.0 0.211
H 1.0137 -0.9203 4.4861 0.0 0.0 0.0 0.218
C -0.2520 2.9531 3.6476 0.1 0.0 -0.1 -0.411
N 1.1949 2.8693 3.6425 -0.1 0.1 0.1 -0.631
C 1.8694 2.3534 2.5774 0.1 -0.2 -0.1 0.802
N 3.2413 2.3948 2.6599 0.0 0.2 0.0 -0.841
O 1.2989 1.8874 1.6051 0.1 0.3 0.0 -0.662
H -0.6090 3.9452 3.3606 0.0 0.0 0.0 0.187
H -0.6358 2.7017 4.6357 0.0 0.0 0.0 0.195
H -0.6272 2.2255 2.9307 0.0 0.0 0.0 0.240
H 1.7090 3.3731 4.3426 0.0 0.0 0.0 0.385
H 3.6805 2.4628 3.5616 0.0 -0.1 0.0 0.382
H 3.7066 1.8089 1.9866 0.0 -0.1 0.0 0.411
C -2.2904 -1.3351 -6.2372 0.0 0.0 0.0 -0.613
C -1.2225 -2.3579 -5.8590 -0.1 0.0 0.2 -0.224
C -1.6389 -3.1657 -4.6305 0.0 0.0 -0.1 -0.620
C 0.1494 -1.7110 -5.6520 -0.1 0.0 -0.1 -0.210
N 0.2121 -0.8964 -4.4392 -0.1 0.1 -0.5 -0.183
C 0.6564 -1.2215 -3.2453 0.2 -0.1 0.2 0.280
N 0.4370 -0.2058 -2.4430 0.0 0.4 -1.4 -0.460
N -0.1593 0.7706 -3.1917 0.1 -0.4 -0.4 0.022
N -0.3041 0.3602 -4.3838 0.1 -0.1 0.1 -0.030
H -3.2366 -1.8415 -6.4330 0.0 0.0 0.0 0.217
H -2.0111 -0.7783 -7.1342 0.0 0.0 0.0 0.211
H -2.4543 -0.6164 -5.4321 0.0 0.0 0.0 0.220
H -1.0870 -3.0438 -6.7004 0.0 0.0 0.0 0.211
H -1.8328 -2.5188 -3.7705 0.0 0.0 0.0 0.220
H -0.8720 -3.8875 -4.3368 0.0 0.0 0.0 0.212
H -2.5561 -3.7182 -4.8372 0.0 0.0 0.0 0.224
H 0.4073 -1.0616 -6.4863 0.0 0.0 0.0 0.231
H 0.9149 -2.4792 -5.5535 0.1 0.0 0.0 0.220
H 1.1174 -2.1575 -2.9795 0.0 0.0 0.0 0.269
```
Forces are in eV/Å.

2S+1: 1
Total energy in eV: -106401.3224
LUMO (spin up / spin down) in eV: -0.573 / -0.573
Highest occupied orbital energy (spin up / spin down) in eV: -6.4628 / -6.4622
Kohn-Sham gap (spin up / spin down) in eV: 5.890 / 5.889
Energy relative to the best compared isomer or geometry (same formula, charge and spin) in kcal per mole: 38.9
Largest force on an atom in eV Å⁻¹: 2.4

No. 4
Formula: C26H31NO4
Source: the Open Molecules 2025 dataset
Level of theory: ωB97M-V/def2-TZVPD

Structure (XYZ):
```
62
Properties=species:S:1:pos:R:3:forces:R:3:nbo_charge:R:1
C 3.2595 -4.2531 2.0093 0.2 -0.1 -0.1 -0.250
O 2.0503 -3.6361 2.3702 -0.5 0.3 -0.1 -0.526
C 1.0740 -3.4954 1.4115 0.0 0.0 0.2 0.279
C 1.2324 -3.8871 0.0893 0.2 0.0 0.1 -0.299
C 0.2377 -3.6711 -0.8482 -0.1 0.0 0.1 -0.203
C -0.9481 -3.0527 -0.4917 0.0 -0.2 0.0 -0.010
C -1.1188 -2.6810 0.8330 0.2 -0.1 0.1 -0.234
C -0.1411 -2.9003 1.7931 -0.1 -0.1 0.0 0.245
O -0.4406 -2.4577 3.0572 0.2 0.2 -0.4 -0.515
C 0.0290 -3.1913 4.1688 0.1 -0.1 0.4 -0.246
H 1.0851 -2.9987 4.3713 -0.2 0.0 0.0 0.187
H -0.1171 -4.2652 4.0257 0.0 0.0 0.0 0.177
H -0.5714 -2.8550 5.0145 0.0 -0.1 0.0 0.188
H -2.0294 -2.2007 1.1568 -0.1 0.1 0.1 0.222
C -2.0032 -2.7529 -1.5149 0.1 0.3 0.0 -0.412
H -1.9402 -3.4699 -2.3342 -0.1 -0.1 0.0 0.203
H -2.9958 -2.8288 -1.0672 0.0 -0.1 -0.1 0.213
C -1.8277 -1.3248 -2.0549 -0.1 -0.2 0.0 -0.220
N -0.5306 -1.1480 -2.6828 0.0 0.1 -0.1 -0.444
C -0.5184 -1.5962 -4.0558 0.0 0.0 0.0 -0.406
H -0.8631 -2.6271 -4.1051 0.0 -0.1 -0.1 0.196
H -1.1614 -0.9838 -4.7109 0.0 0.0 0.0 0.162
H 0.5011 -1.5562 -4.4383 0.0 0.0 -0.1 0.200
C -0.0276 0.2125 -2.5589 0.0 0.0 0.0 -0.228
C 0.1692 0.5785 -1.1136 0.1 0.0 0.1 -0.041
C -0.4703 1.6860 -0.5646 -0.1 0.0 0.1 -0.309
C -0.3315 1.9971 0.7761 0.1 -0.1 0.2 0.324
C 0.4609 1.1718 1.6016 -0.1 0.2 0.0 0.242
C 1.1086 0.0833 1.0426 0.0 0.1 0.2 -0.276
C 0.9662 -0.2086 -0.3044 -0.1 0.2 -0.2 -0.212
H 1.4605 -1.0694 -0.7240 0.1 -0.2 0.0 0.225
H 1.7259 -0.5544 1.6535 0.1 -0.1 0.1 0.220
O 0.5243 1.5327 2.9144 -0.2 0.2 -0.4 -0.488
C 1.1127 0.6244 3.8140 0.1 -0.2 0.2 -0.256
H 2.1914 0.5304 3.6455 0.0 0.0 0.0 0.168
H 0.9418 1.0408 4.8059 0.0 0.0 0.0 0.195
H 0.6428 -0.3605 3.7427 0.0 0.0 0.0 0.193
O -0.9231 3.0565 1.4039 0.2 -0.1 0.1 -0.495
C -1.7612 3.9009 0.6529 -0.3 0.2 0.0 -0.101
C -1.0475 4.7103 -0.4044 0.0 0.0 0.0 0.037
C 0.2981 5.0198 -0.2629 -0.1 0.0 0.1 -0.240
C 0.9471 5.7692 -1.2277 0.1 0.0 0.0 -0.198
C 0.2556 6.2236 -2.3375 0.0 0.1 -0.1 -0.224
C -1.0887 5.9240 -2.4803 0.0 0.1 -0.1 -0.193
C -1.7367 5.1679 -1.5201 0.0 -0.1 0.2 -0.256
H -2.7853 4.9300 -1.6357 -0.1 0.0 0.0 0.208
H -1.6333 6.2763 -3.3443 0.0 0.0 -0.1 0.211
H 0.7620 6.8096 -3.0903 0.0 0.0 -0.1 0.212
H 1.9957 6.0007 -1.1114 0.1 0.0 0.0 0.213
H 0.8325 4.6640 0.6053 0.1 -0.1 0.1 0.225
H -2.1921 4.5815 1.3973 0.0 -0.2 -0.1 0.209
H -2.5848 3.3294 0.1998 0.1 0.1 0.0 0.178
H -1.0782 2.3057 -1.2061 -0.1 0.1 0.0 0.219
H 0.9374 0.2478 -3.0753 -0.1 0.0 -0.1 0.205
H -0.6963 0.9456 -3.0471 0.1 0.0 0.0 0.165
H -2.6515 -1.0924 -2.7531 0.0 0.1 0.1 0.170
H -1.8914 -0.6373 -1.2094 -0.1 0.0 0.0 0.214
H 0.4013 -3.9764 -1.8699 0.0 0.0 -0.1 0.210
H 2.1508 -4.3549 -0.2285 0.1 0.0 0.0 0.217
H 3.1032 -5.2803 1.6641 0.0 0.0 0.0 0.177
H 3.7876 -3.6852 1.2362 0.0 0.0 0.0 0.176
H 3.8619 -4.2681 2.9170 0.0 0.0 -0.1 0.199
```
Forces are in eV/Å.

2S+1: 1
Total energy in eV: -37143.6107
LUMO in eV: 0.779
Highest occupied orbital energy in eV: -7.6553
Kohn-Sham gap in eV: 8.434
Energy relative to the best compared isomer or geometry (same formula, charge and spin) in kcal per mole: 51.2
Largest force on an atom in eV Å⁻¹: 0.5